[1]
{"formula": "C5H8S2", "method": "wB97M-V/def2-TZVPD", "species": ["C", "C", "C", "C", "C", "H", "H", "H", "H", "H", "H", "H", "H", "S", "S"], "positions_angstrom": [[-1.148, -0.171, 0.537], [-0.759, 1.221, -0.061], [0.533, 0.929, -0.806], [1.204, -0.365, -0.242], [0.148, -0.811, 0.755], [-0.498, -2.382, -0.709], [-1.783, 0.208, 1.326], [-0.263, 1.805, 0.822], [-1.404, 1.989, -0.737], [0.619, 0.395, -1.993], [1.270, 1.834, -0.595], [1.000, -0.504, 1.595], [0.254, -1.937, 0.962], [-1.972, -1.304, -0.586], [2.800, -0.907, -0.272]], "forces_ev_per_angstrom": [[-1.165, 2.086, -0.934], [1.693, 1.693, -0.994], [4.077, -1.064, -2.765], [0.059, 1.412, 1.145], [5.765, -2.489, 3.156], [-3.658, 2.331, -0.075], [-0.190, -1.363, 0.892], [-1.673, -0.672, -1.164], [0.829, -2.338, 2.001], [-0.904, 2.505, 2.805], [-1.226, -1.965, -1.470], [-2.888, 0.167, -0.861], [-0.830, 1.634, -0.297], [2.370, -2.526, -0.834], [-2.260, 0.589, -0.604]], "nbo_charge": [-0.42, -0.43, -0.52, 0.00, -0.57, 0.17, 0.25, 0.21, 0.26, 0.27, 0.26, 0.31, 0.27, -0.01, -0.06], "total_energy_ev": -26980.018, "e_above_lowest_kcal_mol": 118.53, "largest_force_ev_per_a": 7.03, "charge": 0, "e_homo_ev": -8.6, "lumo_energy_ev": -0.41}

=====

[2]
{"formula": "C5H8S2", "method": "wB97M-V/def2-TZVPD", "species": ["C", "C", "C", "C", "C", "H", "H", "H", "H", "H", "H", "H", "H", "S", "S"], "positions_angstrom": [[0.443, -1.195, -0.013], [0.432, -0.311, -1.329], [0.159, 1.060, -0.966], [-1.024, 0.427, 1.269], [0.298, -0.159, 1.042], [1.219, -1.796, 0.078], [-0.378, -1.902, -0.104], [1.259, -0.361, -2.044], [-0.284, -0.725, -2.025], [0.174, 1.804, -1.744], [-0.894, 1.263, 1.919], [-2.011, -0.016, 1.561], [0.790, -0.423, 1.968], [-1.570, 1.173, -0.198], [1.386, 1.162, 0.586]], "forces_ev_per_angstrom": [[-3.734, 2.378, -2.609], [0.271, -2.696, -1.618], [-0.667, 1.735, 2.107], [-2.462, 0.818, 1.251], [1.512, -1.506, 2.273], [4.140, -2.203, 0.484], [-0.582, 0.210, 0.374], [0.947, -0.036, 0.898], [-1.084, 0.070, 0.094], [0.620, 0.288, -0.090], [0.170, 0.336, 1.005], [1.478, -1.042, 0.452], [-0.354, -0.770, 0.655], [0.792, 1.005, -2.942], [-1.048, 1.413, -2.334]], "nbo_charge": [-0.40, -0.48, -0.36, -0.58, -0.38, 0.22, 0.21, 0.22, 0.22, 0.24, 0.23, 0.24, 0.24, 0.19, 0.18], "total_energy_ev": -26983.592, "e_above_lowest_kcal_mol": 36.10, "largest_force_ev_per_a": 5.14, "charge": 0, "smiles": "C1C[C@H]2SC[C@@H]1S2", "e_homo_ev": -8.4, "lumo_energy_ev": 0.68}

=====

[3]
{"formula": "C5H8S2", "method": "wB97M-V/def2-TZVPD", "species": ["C", "C", "C", "C", "C", "S", "S", "H", "H", "H", "H", "H", "H", "H", "H"], "positions_angstrom": [[-1.620, 0.268, -0.127], [-1.078, -0.616, 0.703], [-0.686, 1.097, -0.868], [0.391, -0.525, 0.615], [0.667, 0.315, -0.631], [0.980, 0.415, 2.145], [0.923, -0.773, -2.053], [-2.628, 0.301, -0.025], [-1.474, -1.219, 1.402], [-0.770, 1.019, -1.971], [-0.473, 2.154, -0.424], [0.888, -1.409, 0.474], [1.370, 1.132, -0.384], [1.972, -0.392, 2.527], [1.537, -1.768, -1.383]], "forces_ev_per_angstrom": [[-3.245, 5.065, -4.748], [7.065, -4.459, 3.185], [1.757, 0.179, -0.029], [-1.030, 2.082, 0.228], [-0.627, 1.333, 0.707], [-0.052, -0.080, 0.024], [0.359, 0.053, 0.104], [-3.043, 1.069, -0.731], [-1.724, -1.757, 2.158], [-0.770, 1.192, 0.486], [-0.801, -1.269, -1.070], [1.375, -2.348, 0.732], [0.571, -1.063, -0.773], [0.126, -0.149, -0.038], [0.039, 0.153, -0.235]], "nbo_charge": [-0.14, -0.13, -0.48, -0.36, -0.35, -0.08, -0.01, 0.18, 0.19, 0.24, 0.23, 0.23, 0.23, 0.13, 0.12], "total_energy_ev": -26979.131, "s2": 2.0076, "e_above_lowest_kcal_mol": 56.32, "largest_force_ev_per_a": 8.94, "charge": 0, "e_homo_ev": [-5.2, -9.2], "spin_multiplicity": 3, "lumo_energy_ev": [0.68, -2.32]}

=====

[4]
{"formula": "C5H9AgO3", "method": "wB97M-V/def2-TZVPD", "species": ["O", "C", "O", "C", "C", "H", "C", "H", "H", "H", "C", "H", "H", "H", "H", "H", "Ag", "O"], "positions_angstrom": [[2.037, -0.213, 0.289], [0.852, 0.073, 0.153], [-0.025, -0.868, 0.442], [-1.007, -1.312, -0.514], [0.351, 1.531, -0.175], [-0.625, 1.487, -0.700], [0.214, 2.348, 1.119], [-0.789, 2.299, 1.567], [0.927, 1.984, 1.874], [0.465, 3.395, 0.892], [-1.148, -2.808, -0.380], [-0.664, -1.035, -1.520], [-1.961, -0.808, -0.319], [-0.320, -3.329, -0.879], [-2.088, -3.119, -0.855], [-1.178, -3.108, 0.676], [3.591, 1.553, -0.668], [1.369, 1.930, -1.001]], "forces_ev_per_angstrom": [[-0.854, 0.389, -0.097], [0.718, 0.855, 0.760], [-0.745, -1.380, 0.283], [-0.061, 0.566, -0.133], [1.956, -1.513, -0.424], [0.245, -0.085, 0.084], [0.064, -0.058, 0.371], [0.208, -0.011, -0.180], [-0.093, 0.189, -0.187], [-0.162, -0.324, -0.029], [-0.091, -0.330, -0.131], [-0.170, -0.041, 0.182], [0.166, -0.016, 0.020], [-0.179, 0.110, 0.242], [0.228, -0.009, 0.084], [-0.005, 0.133, -0.279], [-1.708, -0.085, 0.128], [0.483, 1.612, -0.694]], "nbo_charge": [-0.66, 0.82, -0.54, -0.06, 0.01, 0.15, -0.64, 0.20, 0.20, 0.23, -0.62, 0.19, 0.18, 0.21, 0.21, 0.22, 0.88, -0.98], "total_energy_ev": -15470.124, "e_above_lowest_kcal_mol": 0.00, "largest_force_ev_per_a": 2.51, "charge": 0, "e_homo_ev": -7.9, "lumo_energy_ev": -1.16}

=====

[5]
{"formula": "C5H9AlO3", "method": "wB97M-V/def2-TZVPD", "species": ["O", "Al", "O", "C", "C", "C", "H", "H", "H", "H", "H", "O", "C", "C", "H", "H", "H", "H"], "positions_angstrom": [[1.102, -0.342, -0.454], [2.724, 1.238, -1.414], [1.390, 1.809, -0.389], [0.580, 0.870, -0.170], [0.226, -1.437, -0.779], [1.057, -2.683, -0.956], [-0.498, -1.556, 0.038], [-0.318, -1.182, -1.698], [1.556, -2.960, -0.018], [0.397, -3.508, -1.256], [1.814, -2.543, -1.738], [-0.125, 0.822, 0.988], [-1.293, 1.611, 0.836], [-1.756, 2.176, 2.055], [-0.753, 2.006, -0.343], [-1.398, 1.801, 3.015], [-2.653, 2.793, 2.047], [-2.052, 1.086, 0.236]], "forces_ev_per_angstrom": [[-0.669, 1.409, -1.208], [2.133, -0.284, -1.392], [-1.810, 1.059, -0.065], [2.311, -1.812, 4.642], [-1.052, -1.009, -0.010], [0.209, -0.108, 0.003], [0.198, 0.084, -0.153], [0.210, -0.021, 0.182], [-0.131, 0.069, -0.258], [0.192, 0.233, 0.089], [-0.205, -0.070, 0.185], [-0.193, -1.399, -0.856], [0.901, 0.016, -2.842], [-0.481, 0.501, -0.291], [-2.026, 1.347, 1.727], [0.324, 0.321, -0.399], [0.248, -0.210, -0.022], [-0.160, -0.127, 0.668]], "nbo_charge": [-0.52, 0.91, -0.83, 0.99, -0.08, -0.64, 0.21, 0.20, 0.23, 0.25, 0.23, -0.47, -0.10, -0.25, 0.15, 0.24, 0.22, 0.24], "total_energy_ev": -18059.205, "s2": 0.7742, "e_above_lowest_kcal_mol": 89.92, "largest_force_ev_per_a": 5.49, "charge": 1, "e_homo_ev": [-12.5, -12.8], "spin_multiplicity": 2, "lumo_energy_ev": [-5.73, -5.85]}

=====

[6]
{"formula": "C5H9AlO4", "method": "wB97M-V/def2-TZVPD", "species": ["O", "C", "C", "H", "H", "H", "O", "O", "C", "C", "O", "C", "Al", "H", "H", "H", "H", "H", "H"], "positions_angstrom": [[-0.199, -2.105, -0.395], [-1.388, -2.368, -0.762], [-2.360, -1.314, -0.897], [-1.724, -3.415, -0.753], [-3.378, -1.508, -0.551], [-2.156, -0.570, -1.681], [-1.546, 0.235, 0.353], [1.987, -0.081, -0.540], [2.356, 1.195, -0.146], [1.138, 2.089, 0.077], [0.278, 1.404, 0.992], [-1.147, 1.473, 0.773], [0.287, -0.420, 0.120], [2.995, 1.699, -0.898], [2.941, 1.175, 0.796], [0.605, 2.243, -0.878], [1.418, 3.071, 0.489], [-1.583, 1.722, 1.755], [-1.375, 2.279, 0.051]], "forces_ev_per_angstrom": [[0.545, 0.205, -0.453], [-1.336, 0.960, 1.564], [0.110, -1.393, -1.887], [0.344, 0.192, -0.055], [0.255, 0.152, -0.350], [-0.369, -0.179, 0.736], [3.007, -1.121, -0.082], [-3.241, -1.215, 0.916], [0.853, 1.484, 0.574], [0.886, 1.093, -0.720], [0.086, -1.497, -0.184], [-1.364, 1.631, 0.974], [0.444, 0.974, -0.813], [-0.306, -0.385, 0.185], [-0.177, -0.092, -0.367], [0.071, -0.068, 0.229], [-0.136, -0.389, -0.086], [0.097, -0.057, -0.362], [0.231, -0.297, 0.183]], "nbo_charge": [-0.74, 0.35, -0.21, 0.21, 0.25, 0.24, -0.89, -0.90, -0.10, -0.12, -0.60, 0.22, 2.10, 0.21, 0.18, 0.19, 0.23, 0.19, 0.17], "total_energy_ev": -20111.011, "s2": 0.7540, "largest_force_ev_per_a": 3.58, "charge": 1, "e_homo_ev": [-13.6, -14.3], "spin_multiplicity": 2, "lumo_energy_ev": [-4.53, -5.94]}

=====

[7]
{"formula": "C5H9Br2N2", "method": "wB97M-V/def2-TZVPD", "species": ["C", "C", "C", "C", "C", "N", "N", "Br", "Br", "H", "H", "H", "H", "H", "H", "H", "H", "H"], "positions_angstrom": [[-0.394, -1.145, -0.937], [-0.520, 1.205, -1.036], [-0.677, -0.343, 1.484], [0.452, 0.087, -0.635], [-1.645, -0.644, -0.236], [-1.846, 0.634, -0.745], [0.594, 0.092, 0.872], [-3.159, -1.746, 0.002], [-3.118, 1.762, 0.103], [-0.557, -1.259, -2.011], [-0.023, -2.084, -0.532], [-0.355, 2.140, -0.500], [-0.455, 1.410, -2.109], [-1.212, 0.438, 2.003], [-0.620, -1.273, 2.027], [1.430, 0.152, -1.112], [0.840, 1.034, 1.195], [1.356, -0.539, 1.142]], "forces_ev_per_angstrom": [[-0.217, -0.017, 0.045], [0.088, 0.354, -0.117], [-2.516, -0.892, -2.412], [-0.270, 0.041, -0.707], [1.451, 0.119, 3.182], [-0.873, 0.459, -0.285], [0.534, 0.116, 0.182], [0.263, 0.101, -0.084], [0.819, -0.592, -0.349], [0.049, 0.067, 0.040], [0.004, 0.012, 0.055], [0.056, 0.040, 0.052], [0.165, 0.048, 0.170], [0.176, 0.172, 0.046], [0.300, -0.043, 0.107], [-0.066, 0.013, 0.174], [0.114, -0.203, -0.061], [-0.078, 0.207, -0.037]], "nbo_charge": [-0.49, -0.25, -0.33, -0.06, 0.14, -0.53, -0.52, 0.19, 0.26, 0.27, 0.25, 0.22, 0.25, 0.24, 0.24, 0.26, 0.44, 0.44], "total_energy_ev": -148387.263, "e_above_lowest_kcal_mol": 51.22, "largest_force_ev_per_a": 3.60, "charge": 1, "e_homo_ev": -12.7, "lumo_energy_ev": -3.65}

=====

[8]
{"formula": "C5H9BrO", "method": "wB97M-V/def2-TZVPD", "species": ["C", "C", "C", "C", "C", "O", "Br", "H", "H", "H", "H", "H", "H", "H", "H", "H"], "positions_angstrom": [[0.764, -2.631, 0.202], [-1.618, 0.575, -0.757], [-0.451, 0.864, -0.172], [-0.161, 0.701, 1.305], [0.769, 1.292, -0.943], [-0.261, -2.410, -0.368], [-3.227, 0.119, 0.076], [1.795, -2.081, -0.188], [0.940, -3.396, 1.157], [-1.509, 0.612, -1.892], [-1.013, 0.242, 1.943], [0.082, 1.790, 1.634], [0.703, 0.176, 1.501], [0.793, 0.548, -1.841], [1.761, 1.173, -0.422], [0.633, 2.426, -1.233]], "forces_ev_per_angstrom": [[2.435, -0.011, 0.424], [2.079, 0.648, -1.998], [-0.197, -1.200, 1.828], [-3.136, 2.869, 0.847], [0.047, 0.257, -2.037], [0.335, -0.490, 0.672], [0.099, -0.071, -0.133], [-2.040, -1.223, 1.006], [-0.714, 1.691, -2.119], [-1.203, -0.103, 1.531], [1.316, 1.021, -1.186], [-0.549, -1.729, 0.076], [2.003, -1.362, 0.122], [0.250, 1.882, 1.035], [-1.255, 0.138, -0.215], [0.529, -2.318, 0.148]], "nbo_charge": [0.28, -0.32, -0.02, -0.64, -0.66, -0.49, 0.07, 0.10, 0.12, 0.22, 0.23, 0.22, 0.21, 0.23, 0.22, 0.23], "total_energy_ev": -77418.216, "e_above_lowest_kcal_mol": 24.69, "largest_force_ev_per_a": 4.33, "charge": 0, "smiles": "CC(C)=CBr.C=O", "e_homo_ev": -8.7, "lumo_energy_ev": 0.71}